1.
{"formula": "C24H26N2O7", "method": "ωB97M-V/def2-TZVPD", "symbols": ["O", "O", "O", "O", "O", "O", "O", "N", "N", "C", "C", "C", "C", "C", "C", "C", "C", "C", "C", "C", "C", "C", "C", "C", "C", "C", "C", "C", "C", "C", "C", "C", "C", "H", "H", "H", "H", "H", "H", "H", "H", "H", "H", "H", "H", "H", "H", "H", "H", "H", "H", "H", "H", "H", "H", "H", "H", "H", "H"], "xyz": [[-1.74346, 3.98264, 0.34934], [2.37182, 1.77193, -1.72487], [-2.60558, -3.60021, -0.12799], [-5.91957, -0.66586, -0.42743], [4.67246, 1.40595, 0.14515], [-5.97919, 1.57320, -0.42625], [0.05640, 2.89354, 1.11579], [0.92397, -3.40643, 0.26844], [-1.17635, -1.95208, 0.57221], [-1.86832, 1.64089, 0.49082], [-1.89876, -0.77467, 0.44492], [3.38655, -3.29862, 0.56504], [3.16226, -1.90832, 0.04723], [-0.30524, -4.16036, 0.35200], [1.23365, -2.91483, -1.07094], [2.11405, -1.72033, -0.85011], [-1.51239, -3.22330, 0.22418], [3.74602, 0.42981, -0.17590], [4.19492, 2.56041, 0.80437], [-1.07570, 2.87820, 0.69029], [2.06947, -4.02254, 0.91393], [3.09441, 3.30801, 0.03133], [-7.30551, -0.68462, -0.73069], [-3.91141, 0.47298, 0.01706], [-1.04458, 5.20781, 0.50481], [-3.25826, -0.74907, 0.14380], [3.12265, 2.94059, -1.44955], [2.69365, 0.61615, -1.08221], [3.95827, -0.82866, 0.37794], [-5.36313, 0.54324, -0.29949], [-3.22405, 1.67021, 0.18564], [1.87559, -0.47248, -1.38692], [-1.21117, 0.42395, 0.62196], [-7.58469, -1.73223, -0.80637], [3.24070, 4.38165, 0.14875], [-1.74964, 5.99436, 0.24928], [-0.15500, 0.42210, 0.85081], [2.10991, 3.05433, 0.42795], [3.90250, -3.86300, -0.21807], [1.06119, -0.30952, -2.07597], [-0.18778, -1.85166, 0.79951], [2.16350, -5.08709, 0.63994], [0.31107, -2.63612, -1.58217], [-3.79516, -1.67249, 0.00206], [5.08632, 3.18557, 0.90471], [4.78402, -0.93886, 1.06467], [1.89319, -3.97076, 1.99343], [-7.87415, -0.19073, 0.06024], [-7.49533, -0.16652, -1.67315], [-0.17985, 5.23730, -0.16193], [1.74486, -3.67981, -1.67947], [-0.69795, 5.32027, 1.53436], [4.15550, 2.82042, -1.80114], [-0.39828, -4.95287, -0.40689], [-3.75173, 2.60450, 0.08115], [2.63415, 3.71340, -2.04803], [3.83630, 2.29818, 1.80966], [-0.36703, -4.63591, 1.33574], [4.03990, -3.28166, 1.43703]], "forces_ev_per_angstrom": [[-0.3, -0.2, -0.1], [-0.1, -0.4, 0.0], [-0.3, -0.2, -0.1], [0.4, -0.2, 0.1], [-0.1, -0.4, -0.4], [0.0, -0.1, 0.0], [-0.2, 0.0, 0.0], [0.0, -0.3, 0.0], [0.4, 0.0, 0.2], [-0.2, -0.3, 0.0], [-0.4, 0.4, -0.1], [0.0, 0.0, -0.1], [0.1, 0.1, 0.0], [0.0, -0.1, 0.0], [0.1, 0.1, 0.0], [0.1, 0.1, -0.1], [0.4, 0.0, 0.1], [0.0, 0.1, 0.0], [-0.1, 0.4, 0.3], [0.3, 0.0, 0.1], [0.1, -0.1, 0.3], [0.1, -0.5, -0.2], [-0.4, 0.2, -0.1], [0.4, 0.1, 0.1], [0.3, 0.2, 0.1], [-0.1, 0.0, 0.0], [0.2, 0.6, 0.1], [0.1, 0.0, 0.0], [-0.2, 0.0, -0.1], [-0.2, 0.2, 0.0], [0.0, -0.1, 0.0], [0.2, 0.0, 0.0], [-0.2, 0.1, 0.0], [0.0, 0.0, 0.0], [0.0, 0.0, 0.0], [0.0, -0.1, 0.0], [0.1, 0.0, 0.0], [0.1, 0.1, -0.1], [0.0, 0.0, 0.1], [-0.1, 0.0, -0.1], [-0.2, -0.1, -0.1], [0.0, 0.1, 0.0], [0.0, 0.0, 0.0], [0.0, 0.0, 0.0], [-0.1, 0.0, 0.1], [0.1, 0.0, 0.1], [0.0, -0.1, -0.1], [0.0, -0.1, -0.1], [0.0, -0.1, 0.1], [-0.1, 0.0, 0.1], [-0.1, 0.0, 0.0], [0.0, 0.0, -0.1], [-0.2, 0.0, 0.0], [-0.1, 0.1, 0.1], [0.0, 0.1, 0.0], [0.1, -0.1, 0.1], [0.1, 0.0, -0.1], [0.0, 0.0, -0.1], [0.0, -0.1, 0.0]], "mulliken_charge": [-0.30, -0.48, -0.68, -0.25, -0.54, -0.62, -0.68, 0.11, -0.10, -0.05, 0.51, -1.22, 0.56, -0.88, -1.28, 1.00, 0.58, 0.61, -0.62, 0.59, -0.90, -0.09, -0.70, -0.01, -0.64, -0.57, -0.66, 0.34, -0.81, 0.48, -0.88, -0.84, -0.56, 0.24, 0.45, 0.24, 0.66, -0.02, 0.38, 0.42, 0.10, 0.28, 0.39, 0.85, 0.33, 0.43, 0.46, 0.29, 0.30, 0.25, 0.43, 0.31, 0.34, 0.38, 0.62, 0.38, 0.30, 0.43, 0.35], "total_charge": 0, "mol_weight_g_mol": 454.48, "homo_ev": -8.127, "multiplicity": 1, "orbital_gap_ev": 8.424, "e_above_lowest_kcal_mol": 0.0, "smiles": "COC(=O)c1cc(NC(=O)CN2CCc3cc4c(cc3C2)OCCCO4)cc(C(=O)OC)c1", "energy_ha": -1566.3794}

---

2.
{"formula": "C25H44N3O5RhSSbSi3", "method": "ωB97M-V/def2-TZVPD", "symbols": ["Sb", "Rh", "S", "Si", "Si", "Si", "O", "O", "O", "O", "O", "N", "N", "N", "C", "C", "C", "C", "C", "C", "C", "C", "C", "C", "C", "C", "C", "C", "C", "C", "C", "C", "C", "C", "C", "C", "C", "C", "C", "H", "H", "H", "H", "H", "H", "H", "H", "H", "H", "H", "H", "H", "H", "H", "H", "H", "H", "H", "H", "H", "H", "H", "H", "H", "H", "H", "H", "H", "H", "H", "H", "H", "H", "H", "H", "H", "H", "H", "H", "H", "H", "H", "H"], "xyz": [[0.29505, -0.75144, 0.62252], [-0.22345, -0.39174, -2.38588], [-1.47985, -2.35484, -1.02298], [-3.06525, -0.92344, 2.47622], [2.95655, 0.74796, -0.84698], [-0.89375, 1.48506, 3.24792], [-0.98275, -2.54604, -2.38808], [-2.49515, -3.31414, -0.68788], [1.48595, -0.29084, -4.22038], [-1.91985, -0.96194, -0.83158], [-0.32485, -2.57224, -0.04408], [3.28405, -2.22834, -0.45788], [-1.20605, 1.74186, 0.08512], [2.03345, 0.78276, -6.09238], [-1.07985, 0.79746, -4.09138], [0.01455, 1.47996, -4.90598], [3.86945, -3.40584, -0.59228], [1.21195, 0.57216, -5.02988], [1.56915, -1.84464, 2.05872], [3.54365, -4.32674, -1.56738], [4.27165, 0.57846, -2.25198], [-1.97035, 2.98166, 3.81992], [2.29815, -1.88754, -1.30638], [1.65915, -0.58414, -1.11298], [-1.95085, 0.53766, 2.01692], [-4.34485, -1.59014, 1.23292], [-3.80065, 2.38866, -0.64818], [1.94415, -2.73954, -2.36638], [-1.97185, -2.39444, 3.01102], [-0.39645, 0.49896, 4.81282], [-4.07135, -0.45264, 4.07312], [-2.72405, 2.81586, -1.41568], [-2.23905, 1.29796, 0.82782], [0.73275, 2.26046, 2.60902], [3.94215, 0.68516, 0.80242], [-1.45475, 2.43986, -1.01138], [2.22625, 2.51756, -0.92298], [2.56325, -3.96324, -2.48538], [-3.55715, 1.62566, 0.46812], [1.44185, 2.42996, 3.41372], [-1.83925, 1.52896, -3.80078], [-4.80465, 0.32366, 3.88172], [4.55155, -0.46414, -2.35988], [1.89875, 2.77266, -1.92488], [2.83355, 0.18206, -6.19918], [-4.90395, -0.81644, 0.71872], [3.28915, 0.86066, 1.65082], [-5.06005, -2.25044, 1.71972], [-2.55875, -3.16694, 3.49982], [-1.17545, -2.10014, 3.68842], [-1.45465, 3.60186, 4.54672], [1.91895, -1.12524, 2.79142], [1.18425, -2.42764, -3.06978], [4.02935, -5.29214, -1.61118], [-4.36515, 1.30786, 1.10402], [1.37345, 2.59616, -0.25938], [-2.90415, 2.64946, 4.26212], [0.98795, -2.61604, 2.54912], [1.19535, 1.59676, 1.88882], [-3.41345, -0.09224, 4.85472], [-4.81185, 2.66466, -0.92038], [2.29015, -4.64024, -3.28358], [0.55235, 3.20936, 2.11662], [-1.56105, 0.02766, -4.70828], [4.72755, 1.43446, 0.82582], [0.35635, 2.38666, -4.39618], [2.96405, 3.25226, -0.61448], [-2.87945, 3.41326, -2.30198], [-1.25285, 0.07516, 5.32322], [-3.81905, -2.16294, 0.47312], [1.82495, 1.44626, -6.81398], [-0.32215, 1.78636, -5.90978], [-4.60755, -1.31204, 4.46622], [0.27355, -0.31234, 4.55092], [3.86475, 0.90206, -3.20448], [0.12395, 1.14236, 5.51622], [-0.58275, 2.74856, -1.57868], [4.39155, -0.29174, 0.93242], [-1.52875, -2.82964, 2.12022], [5.17745, 1.15016, -2.06538], [4.64665, -3.62394, 0.13502], [2.41755, -2.28244, 1.54742], [-2.21925, 3.60626, 2.96662]], "forces_ev_per_angstrom": [[1.8, -0.1, 0.9], [0.6, 1.3, -1.1], [-2.0, -2.5, -0.2], [-0.5, -0.5, 1.2], [0.5, 0.3, -0.3], [0.0, 0.6, 0.8], [0.4, 0.4, -0.5], [-0.2, -0.2, 0.1], [0.0, -0.4, 0.2], [-0.1, 0.7, -0.1], [0.5, 0.1, 0.4], [0.0, 0.1, -0.2], [0.0, 0.2, 0.1], [0.2, 0.0, -0.2], [0.3, -0.2, 0.3], [-0.3, -0.2, 0.1], [0.3, -0.3, 0.1], [0.2, 0.4, -0.4], [-0.3, 0.3, -0.4], [-0.1, 0.0, -0.1], [-0.6, 0.1, 0.5], [0.3, -0.7, -0.3], [0.3, -0.4, -0.3], [-1.1, 0.9, 0.5], [0.1, -0.6, 0.6], [0.7, 0.4, 0.1], [0.2, 0.2, -0.2], [0.0, 0.0, 0.0], [-0.3, 0.6, -0.4], [-0.3, 0.2, -0.7], [0.5, -0.1, -0.7], [-0.2, -0.1, 0.0], [-0.2, 0.6, -0.7], [-0.7, -0.4, 0.0], [-0.5, -0.1, -0.6], [-0.1, 0.4, 0.0], [0.2, -0.8, 0.0], [0.1, -0.1, 0.1], [0.1, -0.1, 0.2], [0.0, 0.0, 0.3], [0.1, -0.1, 0.1], [-0.2, 0.2, -0.1], [0.1, -0.3, 0.0], [-0.1, 0.0, -0.3], [0.0, 0.0, 0.0], [-0.1, 0.2, 0.0], [-0.1, 0.1, 0.3], [0.0, 0.0, 0.3], [-0.2, -0.1, 0.1], [0.1, 0.1, 0.1], [0.2, 0.1, 0.2], [0.1, 0.2, 0.2], [0.2, -0.1, 0.1], [0.1, 0.0, 0.0], [-0.2, -0.1, 0.1], [-0.3, 0.0, 0.2], [-0.2, -0.1, 0.1], [-0.2, -0.1, 0.1], [0.2, 0.0, -0.2], [0.2, 0.1, 0.2], [0.0, 0.0, 0.0], [-0.1, 0.0, -0.1], [-0.1, 0.1, -0.2], [0.0, 0.0, 0.1], [0.1, 0.3, -0.1], [0.1, 0.0, 0.0], [0.2, 0.1, 0.1], [0.1, 0.0, -0.1], [-0.2, -0.1, 0.1], [-0.1, -0.1, 0.0], [-0.1, 0.0, 0.0], [0.1, 0.0, 0.1], [-0.1, -0.3, 0.0], [0.2, -0.2, -0.1], [-0.2, 0.1, -0.2], [0.1, 0.2, 0.0], [0.0, 0.0, 0.0], [0.1, -0.2, 0.0], [0.1, -0.2, -0.1], [0.1, 0.1, 0.2], [0.0, -0.1, 0.0], [0.1, 0.0, 0.0], [0.0, 0.1, -0.2]], "mulliken_charge": [0.59, -0.12, 1.12, 0.33, 0.50, 0.59, -0.59, -0.77, -0.36, -0.65, -0.85, -0.13, 0.90, -0.44, -1.26, -0.46, -0.58, 0.51, -1.29, -0.70, -1.25, -1.33, 0.58, 0.26, 1.69, -0.95, -0.91, -0.33, -0.86, -1.08, -1.27, -0.92, -0.50, -0.76, -1.08, -0.11, -0.80, -0.82, -1.07, 0.51, 0.22, 0.32, 0.32, 0.19, 0.26, 0.35, 0.22, 0.45, 0.52, 0.21, 0.37, 0.33, 0.38, 0.41, 0.62, 0.02, 0.31, 0.45, -0.30, 0.28, 0.41, 0.42, 0.37, 0.56, 0.42, 0.22, 0.43, 0.54, 0.29, 0.22, 0.18, 0.38, 0.32, 0.23, 0.19, 0.41, 0.19, 0.28, 0.17, 0.41, 0.39, 0.34, 0.32], "total_charge": -1, "mol_weight_g_mol": 807.63, "homo_ev": [-4.031, -4.829], "multiplicity": 5, "orbital_gap_ev": [6.689, 6.457], "energy_ha": -3137.0156}